Entry 1:
ORCA calculation (ωB97M-V/def2-TZVPD) on the molecule C5H11N3.

Properties
HOMO = -8.30 eV
Structure (SMILES) = C/C=C(N)/C(N)=N\C
Gap between HOMO and LUMO = 0.3391 Eh

Geometry as XYZ:
```
19
Properties=species:S:1:pos:R:3:forces:R:3:nbo_charge:R:1
C -2.313713 -0.432852 -0.903791 -0.2 0.1 0.2 -0.434
C 1.890831 -1.809640 0.018793 0.0 0.0 -0.1 -0.659
C -0.716879 1.151991 -0.030422 -0.8 -1.1 -0.7 0.409
C 0.470781 0.244089 0.339781 -1.3 0.0 -0.8 0.090
N -0.555756 2.486010 0.276185 1.1 0.7 0.2 -0.820
N 1.328733 0.803965 1.282753 -0.1 0.3 0.7 -0.826
C 0.704131 -0.938775 -0.250333 -0.3 0.2 -0.3 -0.240
N -1.857123 0.894147 -0.563972 0.8 -0.4 0.2 -0.499
H 0.402440 2.800903 0.164476 -0.2 0.2 0.1 0.376
H -1.226155 3.048435 -0.235826 0.1 -0.1 0.2 0.401
H 0.805206 1.424195 1.903006 0.5 -0.3 -0.1 0.388
H 1.847003 0.103540 1.803844 0.0 0.3 -0.1 0.380
H 0.043699 -1.314756 -1.019391 -0.1 0.3 0.1 0.214
H -2.145282 -1.155375 -0.100167 0.2 -0.2 -0.1 0.186
H -3.395125 -0.398701 -1.074807 0.2 0.1 0.0 0.197
H -1.864887 -0.778865 -1.839293 0.1 -0.1 0.1 0.186
H 1.823258 -2.267653 1.010178 0.2 0.0 0.0 0.212
H 1.934259 -2.616552 -0.720154 0.0 0.1 0.2 0.224
H 2.824580 -1.244109 -0.060861 0.0 -0.1 0.2 0.216
```
Positions in Å, forces in eV/Å.

Entry 2:
ORCA calculation (ωB97M-V/def2-TZVPD) on a cluster of 2 separate species, C5H11N3 in total.

Properties
2S+1 = 2
<S²> = 0.773
HOMO (spin up / spin down) = -12.96 / -12.93 eV
Gap between HOMO and LUMO (spin up / spin down) = 0.3050 / 0.1830 Eh
Total charge = +1

Geometry as XYZ:
```
19
Properties=species:S:1:pos:R:3:forces:R:3:nbo_charge:R:1
C -0.280597 -0.814457 1.401488 -0.2 0.0 0.3 -0.468
N 0.627292 1.037175 3.267653 0.3 0.2 0.2 -0.886
C 1.084385 1.025494 1.908932 0.0 0.3 0.6 0.301
N 0.685050 0.215881 1.035345 -0.1 -0.3 -0.6 -0.473
H 0.063704 -1.785107 1.039605 0.1 0.0 0.0 0.194
H -1.248089 -0.616738 0.930673 0.1 0.1 -0.1 0.193
H -0.449057 -0.872124 2.474447 0.0 -0.1 0.0 0.237
H 1.449606 0.978110 3.868584 0.0 -0.3 0.0 0.383
H 0.287182 1.969687 3.497577 -0.2 0.0 -0.2 0.384
H 1.835544 1.777798 1.666414 0.0 -0.1 -0.4 0.164
C -0.637702 0.366635 -2.902577 0.9 0.2 -0.7 0.045
C -1.853706 0.068927 -2.348179 -0.4 -0.2 -0.3 -0.131
C 0.887449 -1.168396 -2.037391 0.5 -0.6 -0.6 0.061
N 0.340829 -0.550579 -2.996153 -0.8 0.3 1.8 -0.206
H -0.362030 1.347081 -3.272110 -0.3 0.1 -0.1 0.250
H -2.093506 -0.947440 -2.065092 0.0 0.0 0.1 0.225
H -2.605653 0.835986 -2.228213 0.1 0.1 0.1 0.240
H 1.545877 -2.007522 -2.240900 0.0 0.0 -0.1 0.231
H 0.723424 -0.860410 -1.000101 0.2 0.3 0.0 0.255
```
Positions in Å, forces in eV/Å.

Entry 3:
ORCA calculation (ωB97M-V/def2-TZVPD) on the molecule C5H11N3O.

Properties
HOMO = -8.75 eV
Structure (SMILES) = [H]/N=C(/C(=C)C)N(C)ON
Gap between HOMO and LUMO = 0.3537 Eh

Geometry as XYZ:
```
20
Properties=species:S:1:pos:R:3:forces:R:3:nbo_charge:R:1
C -0.680974 -1.949470 -0.450772 0.4 -0.3 0.2 -0.426
C 1.974558 1.694529 0.591645 0.1 0.2 0.0 -0.634
N -0.879329 -0.528752 -0.555426 -2.4 -0.4 0.0 -0.168
C -0.034994 0.544806 -0.547563 0.7 1.9 1.5 0.392
C 1.420521 0.420760 0.011325 -0.5 -0.5 -1.1 -0.017
N -2.754455 -0.088559 0.837774 0.4 0.5 -0.2 -0.519
C 2.186448 -0.670876 -0.094482 -0.2 0.2 0.1 -0.386
O -2.287951 -0.182703 -0.522491 1.3 -0.5 -0.5 -0.272
N -0.467280 1.757688 -0.733994 0.2 -1.4 0.1 -0.706
H -3.720822 -0.406077 0.779950 0.2 -0.2 -0.2 0.347
H -2.811985 0.922950 0.967226 0.0 -0.1 0.3 0.343
H -1.467842 1.674548 -0.950911 0.4 0.3 -0.2 0.340
H -1.631872 -2.481550 -0.566190 0.1 0.5 0.0 0.234
H -0.034161 -2.302999 -1.258529 0.0 0.0 0.1 0.202
H -0.260916 -2.221156 0.521514 0.1 -0.1 -0.1 0.203
H 2.059955 2.470058 -0.176749 -0.3 -0.1 0.2 0.239
H 1.332435 2.062633 1.398763 0.0 0.1 -0.3 0.227
H 2.977455 1.552187 1.009090 -0.2 -0.3 -0.1 0.208
H 1.855661 -1.619047 -0.487100 -0.1 0.1 -0.2 0.194
H 3.225549 -0.648970 0.226918 -0.2 0.1 0.1 0.200
```
Positions in Å, forces in eV/Å.

We obtain calculated total energy values of -361.35919; -360.99089; -436.46624 a.u. for the records listed above, in that order.
We obtain ΔE to the lowest compared entry with this formula, charge and spin values of 0.822; 1.193; 4.920 eV for the records listed above, in that order.